The following is a quantum chemistry calculation of a cluster of 5 separate species, C48H57Br3F33N3O6PS in total, from the OMol25 dataset.

Structure (XYZ):
```
152
Properties=species:S:1:pos:R:3:forces:R:3:mulliken_charge:R:1
C 1.796034 3.230982 -1.381207 -0.096 -0.104 -0.500 -0.4992
C 0.870052 2.490899 -1.205798 0.053 -0.027 0.409 -1.6331
C -0.263127 1.583644 -0.968291 0.435 0.783 0.176 -1.1423
C -0.579708 1.281372 0.526014 -0.516 -0.165 -0.453 2.8497
C 0.639182 0.539165 1.095837 0.500 0.013 0.522 -1.4245
C 0.876544 0.419726 2.632128 0.447 0.014 -0.352 -0.7543
C 2.332607 0.752338 3.015540 0.003 -0.342 -0.354 -1.0507
C 3.295245 -0.429048 2.742626 0.012 0.373 0.023 -0.5795
C 4.057374 -0.307447 1.419267 0.020 -0.203 0.363 -0.8748
C -0.878177 2.553697 1.325651 0.057 -0.266 0.418 -0.9395
Br 0.621888 3.619153 1.902034 -0.035 0.002 -0.112 -0.0129
N -1.834001 3.433296 0.568793 0.413 0.274 -0.239 1.3005
C -2.071516 4.788860 1.128130 -0.163 0.580 0.062 -0.4726
Br -1.518992 6.139232 -0.056483 -0.021 -0.248 0.022 0.0618
C -2.633489 5.012274 2.315278 0.052 -0.393 -0.011 0.4454
C -3.029353 3.958517 3.315861 -0.095 0.115 0.363 -0.9737
Br -2.926773 6.774171 2.888861 0.016 -0.014 -0.075 -0.0022
C -3.148497 2.778719 0.194709 -0.221 0.117 -0.021 -0.2051
F -3.507302 3.488106 -0.929071 0.164 -0.003 -0.034 -0.4733
C -3.171673 1.247976 -0.014561 -0.353 0.248 -0.004 0.4960
C -4.518708 0.842359 0.671135 0.478 0.127 0.208 -2.1037
C -5.776114 1.596831 0.193555 -0.568 -0.067 0.361 0.0164
C -6.992370 0.683137 -0.039807 0.237 0.323 -0.005 -1.5287
O -6.083936 2.606904 1.185469 0.220 -0.073 -0.124 -0.5777
P -3.456338 0.760270 -1.844353 -0.237 -0.855 -0.330 0.6597
S -4.550987 -0.825523 -2.123249 0.045 0.050 0.172 -0.3843
C -1.927002 0.427529 0.569457 0.074 -0.702 -0.569 1.2617
N -1.777553 -0.673636 -0.396915 0.022 0.660 0.079 0.2072
C -2.211668 -0.152487 1.977097 0.410 -0.053 0.810 -0.9883
C -1.549236 -1.505095 2.301844 -0.157 0.138 -0.082 -0.2068
C -2.450163 -2.675825 1.960501 -0.050 -0.292 -0.182 -0.2418
O -3.644864 -2.597396 1.913418 0.027 0.097 -0.123 -0.4338
N -1.764757 -3.901373 1.612981 0.065 0.105 0.131 -0.2306
C -1.213574 -3.782085 0.293111 -0.048 -0.205 0.139 -0.1807
C -2.077346 -3.844408 -0.794004 0.072 0.016 -0.131 -0.2059
C -1.579935 -3.657315 -2.077593 0.031 -0.022 0.193 -0.7481
C -0.223048 -3.428787 -2.267334 0.180 0.061 -0.204 -0.7338
C 0.645134 -3.391902 -1.183663 -0.082 -0.011 0.190 -1.0527
C 0.149811 -3.563878 0.103850 -0.123 -0.080 -0.085 0.0650
H 2.603668 3.850575 -1.696909 0.017 0.049 0.222 0.4908
H -0.040607 0.660168 -1.495262 -0.284 -0.130 -0.022 0.9629
H -1.110815 2.070765 -1.455140 -0.125 -0.382 -0.173 0.3790
H 0.686917 -0.452969 0.640485 -0.075 -0.017 -0.028 -0.1320
H 1.530823 1.040845 0.714873 -0.167 0.154 -0.205 1.2614
H 0.196416 1.035466 3.220465 -0.098 -0.049 -0.023 0.4991
H 0.745569 -0.623247 2.909694 -0.327 0.130 0.287 0.2738
H 2.687934 1.597588 2.422631 -0.068 0.167 0.138 0.3547
H 2.376327 1.057122 4.061230 -0.035 -0.098 0.037 0.4334
H 4.006891 -0.492208 3.566908 0.055 -0.056 -0.058 0.4142
H 2.733818 -1.367689 2.739795 0.033 -0.050 0.125 0.1985
H 4.844247 -1.061235 1.378074 -0.063 -0.047 -0.169 0.2260
H 4.545310 0.664383 1.335601 -0.074 0.046 -0.054 0.3080
H 3.385971 -0.451928 0.571460 0.099 0.064 -0.119 0.1450
H -1.372387 2.255772 2.242751 -0.059 0.168 -0.020 -0.0598
H -1.365658 3.646243 -0.324557 0.021 -0.142 0.040 0.3574
H -2.161776 3.427747 3.713086 0.060 0.028 -0.111 0.1049
H -3.765713 3.247942 2.938228 0.059 -0.031 -0.136 0.1103
H -3.487860 4.442632 4.175275 -0.037 -0.017 -0.044 0.6595
H -3.855146 3.075020 0.964813 0.009 -0.070 0.036 0.0837
H -4.387851 1.143476 1.714639 -0.154 -0.080 0.033 0.8603
H -4.642185 -0.238234 0.687557 -0.061 -0.011 -0.363 0.6161
H -5.604887 2.186261 -0.705498 0.103 -0.042 -0.051 0.3225
H -6.870778 -0.285419 0.441748 -0.056 -0.025 0.010 0.3031
H -7.876821 1.183138 0.354317 -0.038 -0.033 -0.011 0.4594
H -7.149691 0.530662 -1.104574 0.033 -0.174 0.022 0.3177
H -6.495244 2.154589 1.931907 -0.083 0.083 -0.011 0.4312
H -2.238103 0.703483 -2.514635 0.058 0.349 0.082 0.0855
H -4.097494 1.859730 -2.432709 0.186 0.134 0.183 0.0372
H -0.865416 -1.108596 -0.374148 -0.069 -0.239 0.080 -0.5699
H -2.504123 -1.374739 -0.307686 0.053 -0.005 -0.045 0.0249
H -1.930869 0.528156 2.786085 -0.039 0.164 -0.166 0.2166
H -3.264993 -0.347190 2.138311 -0.028 0.054 -0.165 0.6845
H -1.356508 -1.544454 3.377494 -0.010 -0.096 0.014 0.5491
H -0.597225 -1.668588 1.805100 -0.016 0.077 0.017 -0.5956
H -1.014654 -4.069475 2.277391 0.029 0.048 -0.029 0.4378
H -3.129367 -4.027326 -0.617771 -0.020 -0.006 -0.017 0.6234
H -2.249384 -3.691035 -2.925943 -0.030 0.020 0.000 0.6160
H 0.170174 -3.273892 -3.264770 -0.052 -0.016 -0.017 0.5161
H 1.704754 -3.217150 -1.325193 0.007 0.003 -0.052 0.7697
H 0.808784 -3.543952 0.965529 0.068 0.018 -0.042 0.4435
C 2.046378 7.636858 4.855393 0.257 0.374 -0.364 -0.9073
C 1.625076 6.165259 4.979201 0.106 0.083 0.371 0.9407
C 0.142706 5.833055 4.794389 -0.145 -0.044 -0.074 0.2333
F -0.630703 6.435008 5.712842 0.044 0.013 0.041 -0.2081
F -0.030457 4.489264 4.924058 0.007 0.030 0.069 -0.2555
F 2.084992 5.636148 6.126331 -0.074 -0.007 -0.070 -0.2780
F 2.246578 5.514221 3.942464 -0.007 -0.025 -0.109 -0.2654
O 2.219003 8.374100 6.046846 -0.284 -0.446 0.353 -0.3948
C 1.180762 9.047260 6.644280 0.189 0.141 -0.305 0.7932
C 0.878560 8.515902 8.052083 0.028 0.009 0.140 0.1893
F 0.602607 7.196938 8.013197 -0.023 -0.028 -0.074 -0.2103
F -0.202383 9.164330 8.533430 0.015 0.000 -0.017 -0.2503
F 0.077413 9.055932 5.870211 -0.019 -0.072 0.055 -0.2891
F 1.572734 10.327356 6.798494 -0.043 0.068 -0.021 -0.2947
H 3.045850 7.596176 4.424014 0.004 -0.027 0.023 0.4814
H 1.416503 8.167149 4.139402 -0.142 -0.101 0.062 0.3498
H -0.192970 6.128097 3.795922 0.069 0.021 -0.011 0.1072
H 1.733919 8.687829 8.707803 0.004 0.008 -0.017 0.2561
C -5.301541 2.178697 -6.925494 -0.113 -0.534 -0.097 -0.8164
C -5.851681 3.550013 -7.343429 0.060 0.051 0.302 0.9152
C -5.077772 4.335312 -8.406552 -0.073 0.079 -0.144 0.0627
F -3.824114 4.609382 -7.989924 0.043 -0.045 0.078 -0.2192
F -5.713884 5.504524 -8.627065 0.017 -0.026 0.019 -0.2589
F -6.053732 4.316985 -6.250684 0.056 -0.004 -0.059 -0.2650
F -7.067453 3.301202 -7.906739 -0.025 -0.044 -0.061 -0.3211
O -4.532949 2.116821 -5.731941 0.121 0.603 0.094 -0.2966
C -3.181488 2.307326 -5.714030 -0.241 -0.271 -0.203 0.7359
C -2.779967 3.524370 -4.866942 0.016 0.067 0.101 0.9447
F -3.356747 4.647567 -5.317233 0.005 0.004 -0.073 -0.2558
F -1.435606 3.674297 -4.922527 0.000 -0.029 0.029 -0.2809
F -2.643942 2.354969 -6.940702 -0.025 0.091 0.036 -0.3146
F -2.637856 1.231618 -5.081620 0.100 -0.064 0.055 -0.2920
H -6.185904 1.588257 -6.692531 -0.004 0.020 0.018 0.3885
H -4.799134 1.680152 -7.754519 0.099 0.166 -0.032 0.3219
H -5.032369 3.773422 -9.343131 0.004 -0.015 0.016 0.2978
H -3.078239 3.362932 -3.827225 -0.023 -0.014 -0.018 -0.3107
C 0.430620 -7.433523 -3.381932 -0.512 0.216 -0.159 -0.8793
C 1.340108 -7.544551 -2.149649 0.050 -0.341 -0.155 0.9657
C 2.558950 -6.622498 -2.079372 0.110 0.223 0.127 0.5752
F 3.418324 -6.838464 -3.092296 -0.037 -0.081 -0.048 -0.2573
F 3.217107 -6.854988 -0.917146 -0.012 -0.028 0.012 -0.2639
F 1.711238 -8.824097 -1.952520 0.022 0.078 -0.017 -0.2842
F 0.566606 -7.167072 -1.086824 -0.042 0.093 0.036 -0.2887
O 0.608257 -8.372504 -4.424419 0.546 -0.194 0.225 -0.4364
C 1.491460 -8.162869 -5.452816 -0.346 0.156 0.030 0.8299
C 2.599550 -9.224021 -5.492918 0.043 -0.128 -0.047 0.1796
F 3.270382 -9.257926 -4.325979 -0.004 0.068 0.041 -0.2133
F 3.467553 -8.903001 -6.476591 -0.022 0.004 0.007 -0.2534
F 1.999056 -6.915234 -5.436577 0.067 -0.039 0.048 -0.2868
F 0.799445 -8.297346 -6.604989 0.001 0.052 -0.069 -0.3029
H -0.566247 -7.651409 -3.000983 0.014 -0.023 0.019 0.4296
H 0.405708 -6.410351 -3.759887 0.180 0.014 0.045 0.4599
H 2.244658 -5.575107 -2.091564 -0.048 -0.032 -0.034 -0.2023
H 2.167415 -10.206564 -5.691063 -0.017 0.014 -0.002 0.2436
C 6.621152 -5.661014 0.894789 -0.227 -0.523 -0.092 -0.6965
C 6.432064 -4.192894 0.484894 0.136 -0.025 0.344 1.0094
C 7.435212 -3.588423 -0.501346 -0.028 0.071 -0.147 0.0372
F 8.682464 -3.595749 -0.001440 0.007 -0.020 0.079 -0.2343
F 7.080955 -2.300704 -0.733416 -0.012 -0.011 0.002 -0.2546
F 6.328322 -3.408010 1.579273 0.009 -0.007 -0.049 -0.2929
F 5.229674 -4.142286 -0.167836 -0.087 -0.006 -0.090 -0.2999
O 7.263364 -5.925803 2.127048 0.193 0.609 0.072 -0.4165
C 8.626921 -6.052464 2.229002 -0.230 -0.267 -0.152 0.7735
C 9.238610 -4.985960 3.147872 0.037 0.043 0.126 0.1959
F 8.930114 -3.746995 2.716150 -0.019 0.000 -0.073 -0.2166
F 10.581103 -5.121465 3.135204 -0.018 -0.010 -0.005 -0.2580
F 9.223648 -6.073336 1.024633 0.006 0.091 0.025 -0.2866
F 8.871956 -7.240807 2.821305 0.055 -0.067 -0.016 -0.3029
H 5.608631 -6.033593 1.044527 -0.009 0.017 -0.010 0.3365
H 7.051817 -6.243951 0.079944 0.109 0.145 -0.037 0.3774
H 7.418980 -4.133595 -1.448689 -0.001 -0.015 0.014 0.3017
H 8.866905 -5.115585 4.166049 -0.007 -0.020 -0.010 0.2507
```
Positions in Å, forces in eV/Å.

## Properties
spin multiplicity = 1
largest force on an atom = 0.9 eV Å⁻¹
LUMO = -2.63 eV
total charge = +1
energy = -14235.78333 Eh